This record from OMol25 describes a molecular structure, C28H77AgN9O13 at a distorted geometry. The level of theory is ωB97M-V with the def2-TZVPD basis set.

XYZ file:
```
128
Properties=species:S:1:pos:R:3:forces:R:3:lowdin_charge:R:1
Ag -2.499 7.178 -8.007 -1.5 0.2 0.0 0.754
N -4.035 4.849 -10.296 1.2 0.0 1.6 -0.560
O -3.638 4.020 -11.050 0.9 -0.9 -0.8 0.176
O -5.120 5.360 -10.490 -1.9 1.3 -0.2 0.274
O -3.455 5.228 -9.263 -0.4 -0.6 -0.7 0.092
N -2.794 8.467 -11.336 -1.5 1.2 0.3 -0.584
O -2.859 7.994 -10.188 0.2 -0.7 0.3 -0.100
O -3.330 9.567 -11.546 -0.3 0.2 0.1 -0.049
O -2.294 7.852 -12.261 1.1 -1.2 -0.9 -0.018
C -1.843 11.092 -5.662 -0.3 1.3 -0.8 -0.047
C -1.971 10.146 -6.849 0.8 -1.1 -0.4 -0.377
C -0.590 9.791 -7.449 -1.5 -0.6 -0.3 -0.152
O -0.804 8.685 -8.385 2.0 1.8 0.7 -0.278
C 0.451 8.384 -9.013 -0.9 0.9 -0.9 -0.074
N -2.717 8.907 -6.478 0.2 0.8 1.3 0.008
H -1.486 12.064 -6.000 -0.1 0.2 -0.3 0.068
H -1.132 10.893 -4.860 -0.1 -1.0 -0.1 0.083
H -2.837 11.268 -5.251 0.0 0.0 0.2 0.081
H -2.507 10.497 -7.731 -0.3 0.8 0.4 0.132
H 0.124 9.571 -6.656 0.3 -0.5 0.0 0.125
H -0.237 10.667 -7.994 0.1 0.0 -0.1 0.110
H 1.083 7.843 -8.309 0.4 0.1 -0.4 0.096
H 0.852 9.313 -9.418 0.7 0.4 0.8 0.081
H 0.288 7.910 -9.981 -0.3 -0.9 0.5 0.076
H -3.601 9.204 -6.089 -1.0 0.4 -0.9 0.078
H -2.368 8.672 -5.559 1.0 -0.8 0.3 0.068
C 0.310 5.235 -5.192 0.6 0.5 -0.6 -0.052
C -0.396 5.871 -6.417 0.5 -0.6 1.0 -0.413
C 0.020 5.220 -7.751 -0.9 1.1 1.2 -0.166
O -0.746 5.899 -8.749 1.4 -2.1 -0.2 -0.285
C -0.465 5.426 -10.057 0.1 -0.3 -0.5 -0.101
N -1.841 5.810 -6.205 -0.3 -0.5 0.0 0.007
H 1.397 5.286 -5.242 0.2 -0.2 -0.4 0.075
H 0.018 4.189 -5.091 0.0 0.0 0.1 0.081
H 0.127 5.784 -4.269 -0.6 -0.1 0.0 0.075
H -0.132 6.924 -6.520 0.1 0.1 0.2 0.115
H -0.142 4.143 -7.709 -0.3 -0.2 -0.4 0.136
H 1.095 5.398 -7.789 0.2 0.0 -0.7 0.129
H 0.588 5.591 -10.285 0.1 0.6 -0.3 0.094
H -1.171 5.872 -10.758 0.3 0.6 0.1 0.072
H -0.561 4.358 -10.253 -0.4 -0.3 0.9 0.056
H -2.103 6.194 -5.309 0.2 0.4 0.1 0.077
H -2.115 4.842 -6.111 -0.1 -0.4 -0.3 0.090
C 0.619 12.381 -10.728 -0.9 1.0 0.8 -0.040
C -0.893 11.973 -10.673 1.0 -0.9 -1.3 -0.395
C -1.890 13.003 -10.095 1.4 0.3 0.1 -0.165
O -1.539 13.331 -8.756 -0.3 -0.2 0.8 -0.201
C -2.538 14.061 -8.070 0.2 0.0 0.2 -0.122
N -1.343 11.539 -12.006 -0.5 1.4 1.0 0.047
H 0.968 12.276 -9.701 0.3 0.2 0.1 0.061
H 0.750 13.423 -11.022 0.0 0.1 0.0 0.072
H 1.302 11.809 -11.356 -0.6 -0.4 -0.2 0.049
H -0.810 11.074 -10.062 -0.8 -0.1 0.8 0.097
H -2.921 12.652 -10.126 -0.1 -0.3 -0.2 0.109
H -1.795 13.950 -10.628 -0.2 -0.1 -0.7 0.127
H -2.742 15.057 -8.461 0.3 0.2 -0.5 0.084
H -2.202 14.206 -7.043 0.1 -0.1 0.0 0.079
H -3.507 13.564 -8.038 -0.1 -0.5 -0.1 0.071
H -2.241 11.095 -11.876 -0.2 0.0 -0.2 0.020
H -0.751 10.801 -12.359 0.2 0.2 -0.3 -0.007
C -1.291 5.563 -15.353 0.2 -0.6 0.0 -0.058
C -1.867 4.356 -14.619 0.5 0.4 0.9 -0.421
C -1.070 4.030 -13.348 0.7 -1.1 1.1 -0.168
O -1.064 2.593 -13.029 -0.4 0.1 0.2 -0.195
C -0.435 2.211 -11.777 0.6 1.5 -1.6 -0.099
N -3.230 4.673 -14.257 -1.0 -0.5 -0.5 0.045
H -0.287 5.314 -15.697 0.1 0.2 0.0 0.078
H -1.256 6.434 -14.699 0.0 0.1 -0.1 0.063
H -1.918 5.745 -16.226 0.0 0.3 0.1 0.081
H -1.799 3.507 -15.299 -0.3 -0.2 0.1 0.140
H -1.498 4.561 -12.498 -0.4 0.1 0.0 0.085
H -0.036 4.377 -13.364 0.4 -0.1 -0.4 0.113
H -1.026 2.383 -10.878 -0.4 -0.3 -0.2 0.069
H 0.437 2.862 -11.710 0.4 0.1 0.4 0.070
H -0.021 1.206 -11.848 -0.6 -0.1 -0.1 0.085
H -3.318 5.573 -13.806 0.3 0.3 0.0 0.060
H -3.598 4.004 -13.596 0.0 -0.2 0.0 0.046
C -6.691 9.376 -13.526 -0.3 -0.3 -0.2 -0.056
C -7.147 8.136 -12.713 1.4 0.5 0.9 -0.394
C -6.824 6.838 -13.359 0.0 -1.6 0.0 -0.185
O -7.290 5.640 -12.591 0.9 1.9 -1.6 -0.188
C -6.804 4.474 -13.241 -0.4 0.1 1.2 -0.127
N -6.464 8.140 -11.370 -1.3 0.4 -0.4 0.067
H -5.617 9.434 -13.707 0.2 -0.1 0.6 0.076
H -7.059 10.218 -12.941 0.4 0.2 -0.1 0.053
H -7.108 9.484 -14.527 -0.5 -0.3 -0.1 0.068
H -8.220 8.268 -12.576 0.0 -0.4 0.3 0.138
H -5.749 6.757 -13.525 0.5 0.0 0.5 0.115
H -7.163 6.831 -14.395 -0.8 -0.4 -0.1 0.119
H -7.288 3.665 -12.692 -0.3 -0.3 -0.6 0.088
H -5.746 4.293 -13.050 0.3 0.4 -0.3 0.045
H -7.020 4.513 -14.309 0.0 -0.4 0.0 0.088
H -6.770 9.019 -10.978 -0.3 0.2 0.6 0.007
H -5.469 8.303 -11.439 0.4 -0.2 -0.6 0.039
C -5.460 10.679 -8.949 -0.1 0.6 1.4 -0.052
C -6.868 11.299 -9.022 1.8 -1.0 -0.6 -0.422
C -6.920 12.766 -8.708 0.0 0.9 0.6 -0.231
O -8.230 13.239 -8.934 -0.3 0.1 0.6 -0.205
C -8.430 14.567 -8.449 -0.1 -1.0 -0.5 -0.087
N -7.333 11.034 -10.363 -1.1 0.8 -0.2 0.049
H -4.710 11.044 -9.651 -0.4 -0.1 -0.5 0.064
H -5.520 9.591 -8.979 0.1 0.1 -0.2 0.078
H -5.047 10.978 -7.986 0.2 -0.3 0.4 0.057
H -7.516 10.754 -8.335 -0.1 0.1 0.2 0.147
H -6.262 13.422 -9.277 0.6 -0.4 -0.6 0.128
H -6.621 12.950 -7.676 -0.1 -0.1 0.5 0.119
H -7.836 15.261 -9.042 -0.1 0.3 -0.1 0.087
H -8.132 14.657 -7.404 0.0 0.0 0.2 0.083
H -9.506 14.706 -8.555 0.2 0.5 0.0 0.092
H -6.726 11.567 -10.970 0.6 -0.1 -0.5 0.083
H -8.140 11.642 -10.358 -1.0 -0.3 -0.8 0.069
C 1.260 7.669 -12.903 -0.1 -1.0 0.1 -0.056
C 1.211 9.202 -12.803 0.3 -1.7 0.2 -0.421
C 2.509 9.795 -13.263 0.0 0.4 -1.0 -0.195
O 2.648 9.596 -14.670 -0.6 0.1 0.1 -0.197
C 3.938 9.928 -15.114 0.3 -0.5 -0.1 -0.112
N 0.074 9.708 -13.510 -0.1 -0.2 -1.4 0.057
H 1.599 7.221 -13.837 0.1 0.7 -0.4 0.081
H 0.257 7.258 -12.787 -0.2 0.1 0.3 0.048
H 1.872 7.161 -12.157 0.2 0.3 0.4 0.070
H 1.075 9.415 -11.743 0.2 0.3 0.2 0.109
H 3.335 9.284 -12.769 0.1 0.2 0.4 0.129
H 2.545 10.881 -13.168 0.1 0.1 0.8 0.124
H 3.941 10.596 -15.975 -0.3 -0.1 -0.1 0.087
H 4.395 8.971 -15.367 0.6 0.2 -0.2 0.089
H 4.532 10.426 -14.348 0.0 0.0 0.2 0.082
H 0.332 9.857 -14.475 0.3 0.5 -0.2 0.095
H -0.585 8.950 -13.616 -0.6 0.0 0.5 0.064
```
Positions in Å, forces in eV/Å.

Results
Spin multiplicity = 2
LUMO energy (alpha / beta) = -0.01 / -3.79 eV
⟨S²⟩ = 0.76
Energy above the lowest of the compared OMol25 structures with the same formula, charge and spin = 2.405 eV
Strongest force on any atom = 2.786 eV/Å
M = 855.8 g mol⁻¹
HOMO-LUMO gap (alpha / beta) = 0.286 / 0.147 Eh